No. 1
This record from the OMol25 dataset describes 2 unconnected molecules or ions with the total composition C6H14Cl. The level of theory is ωB97M-V with the def2-TZVPD basis set.

XYZ file:
```
21
C6H14Cl | the OMol25 dataset | ωB97M-V with the def2-TZVPD basis set
Cl -1.3969 3.9602 -1.7267
H -0.8842 2.9060 -1.3857
C -0.6770 1.0418 0.2333
C 0.1238 -0.1430 -0.2171
C -0.3479 -0.1652 -1.6782
C 1.6213 0.1599 -0.0497
C -0.2049 -1.4968 0.4723
C -0.0044 -1.3647 1.9804
H -0.3225 1.7854 0.9792
H -1.8325 1.0682 0.0545
H 0.0670 -1.0152 -2.2495
H -1.4529 -0.2064 -1.6881
H -0.0709 0.7981 -2.1297
H 2.2441 -0.6533 -0.4417
H 1.8887 1.0694 -0.5888
H 1.9021 0.2945 1.0017
H -1.2386 -1.8064 0.2379
H 0.4434 -2.3034 0.0768
H -0.4380 -2.2049 2.5495
H 1.0628 -1.2982 2.2572
H -0.4823 -0.4259 2.3124
```

Values from the calculation:
Energy relative to the best compared isomer or geometry (same formula, charge and spin) ... 0.432 eV
Multiplicity ... 2
HOMO-LUMO gap (spin up / spin down) ... 9.4 / 11.1 eV
HOMO (spin up / spin down) ... -8.5 / -11.3 eV

Here are the Mulliken charges for atoms 1 to 4, given in e: -0.23, 0.23, -1.62, 2.20

=====

No. 2
This record from the OMol25 dataset describes a molecular structure, C46H38MnN2O3PS2. The level of theory is ωB97M-V with the def2-TZVPD basis set.

XYZ file:
```
93
C46H38MnN2O3PS2 | the OMol25 dataset | ωB97M-V with the def2-TZVPD basis set
Mn -0.2086 0.6251 -1.1571
O 2.6469 -0.6506 -4.7146
S 2.0383 0.3020 -3.7739
O 1.4853 -2.9852 -3.7355
N -0.6490 -0.8074 -2.6061
C -2.1066 -0.8942 -2.7774
C -2.7142 -1.7296 -3.6783
C -4.1123 -1.9066 -3.6979
C -4.9170 -1.2673 -2.8015
C -4.3364 -0.4168 -1.8379
C -5.0947 0.2394 -0.8418
C -4.4740 1.0273 0.0826
C -3.0778 1.1666 0.0131
N -2.3508 0.5709 -0.8984
C -2.9389 -0.2233 -1.8336
C 2.7848 -0.0099 -2.1703
C 3.0226 1.0919 -1.3601
C 3.8709 0.9635 -0.2664
C 4.4966 -0.2464 -0.0210
C 4.2583 -1.3434 -0.8443
C 3.4049 -1.2326 -1.9260
H -2.1202 -2.2964 -4.3723
H -4.5395 -2.5752 -4.4339
H -5.9903 -1.4106 -2.8065
H -6.1688 0.0997 -0.8252
H -5.0277 1.5351 0.8592
H -2.5358 1.7827 0.7232
H 2.5771 2.0501 -1.5964
H 4.0566 1.8172 0.3724
H 5.1758 -0.3417 0.8169
H 4.7453 -2.2884 -0.6399
H 3.2382 -2.0522 -2.6097
C 0.3800 -4.8994 0.3408
C 1.2646 -3.8650 0.9808
C 2.2371 -4.2829 1.8848
C 3.0292 -3.3741 2.5711
C 2.8660 -2.0157 2.3533
C 1.9207 -1.5853 1.4365
C 1.1199 -2.4910 0.7432
P -0.1595 -1.7545 -0.3289
C -1.7166 -2.4162 0.4157
C -2.5559 -3.2073 -0.3614
C -3.7953 -3.6198 0.1027
C -4.2192 -3.2177 1.3603
C -3.3989 -2.4102 2.1353
C -2.1470 -1.9974 1.6848
C -1.3030 -1.1048 2.5547
C -0.1275 -2.0556 -2.0446
C 0.2513 -3.1023 -2.9806
C 0.2751 -2.9456 -4.4741
C -0.0575 -1.7556 -5.3276
C -0.1753 -0.4671 -5.0137
C 0.0719 0.0345 -3.6378
C -0.3057 1.3999 -3.0994
H 0.9132 -5.8427 0.2223
H 0.0194 -4.5845 -0.6351
H -0.5000 -5.0837 0.9616
H 2.3659 -5.3446 2.0621
H 3.7684 -3.7290 3.2782
H 3.4736 -1.2954 2.8863
H 1.7937 -0.5238 1.2520
H -2.2303 -3.4817 -1.3600
H -4.4294 -4.2407 -0.5184
H -5.1869 -3.5252 1.7367
H -3.7360 -2.0859 3.1136
H -1.8696 -0.7622 3.4201
H -0.9541 -0.2268 2.0016
H -0.4112 -1.6211 2.9138
H 0.1041 -4.1301 -2.6546
H 0.1033 -3.8670 -5.0299
H -0.2364 -2.0235 -6.3641
H -0.3812 0.2569 -5.7949
H -1.3506 1.6660 -3.2633
H 0.3621 2.2217 -3.3372
C 2.7390 7.8367 6.8961
C 2.3901 6.8935 5.7721
O 2.4865 5.7012 5.8460
S 1.8121 7.7522 4.3103
C 1.4573 6.3822 3.2454
C 0.1361 6.0251 3.0061
C -0.1516 4.9603 2.1700
C 0.8767 4.2314 1.5682
C 2.2001 4.6033 1.8168
C 2.4893 5.6730 2.6437
C 0.5765 3.1194 0.7151
C 0.3278 2.1780 -0.0146
H 3.7508 7.6172 7.2348
H 2.0574 7.6477 7.7255
H 2.6658 8.8803 6.5966
H -0.6633 6.5804 3.4788
H -1.1788 4.6798 1.9784
H 3.0006 4.0442 1.3509
H 3.5161 5.9568 2.8319
```

Values from the calculation:
Energy relative to the best compared isomer or geometry (same formula, charge and spin) ... 5.731 eV
Multiplicity ... 5
HOMO-LUMO gap (spin up / spin down) ... 6.2 / 6.2 eV
HOMO (spin up / spin down) ... -6.7 / -6.7 eV

Here are the Mulliken charges for atoms 1 to 4, given in e: 0.36, -0.56, 0.22, -0.49

=====

No. 3
This record from the OMol25 dataset describes a molecular structure, C25H29N5O7Zr. The level of theory is ωB97M-V with the def2-TZVPD basis set.

XYZ file:
```
67
C25H29N5O7Zr | the OMol25 dataset | ωB97M-V with the def2-TZVPD basis set
Zr -0.5081 -0.3834 0.0056
O -2.5089 1.1890 2.6806
C -2.1005 1.2602 1.5566
O -2.2225 0.2629 0.6586
C -1.5421 2.5656 0.9478
C -2.0547 2.6200 -0.5055
C -1.9115 4.0233 -1.0875
C -0.3918 4.0978 -1.3455
C 0.0761 2.7369 -0.8480
O -1.0263 1.8335 -1.1801
C 0.0219 2.6264 0.6951
C 0.6364 1.2725 1.0390
O 1.2747 0.6555 0.1102
O 0.2107 0.5903 1.9914
H -1.8843 3.3876 1.5686
H -3.0315 2.1713 -0.6513
H -2.4862 4.1260 -2.0053
H -2.2579 4.7735 -0.3799
H -0.1720 4.1990 -2.4059
H 0.0989 4.9114 -0.8156
H 1.0003 2.3820 -1.2841
H 0.5030 3.4471 1.2227
O 0.3080 0.6730 -4.2698
C 1.5229 0.0748 -4.2911
C 2.3553 0.3481 -5.3711
C 3.6125 -0.2134 -5.4396
C 4.0730 -1.0635 -4.4312
C 3.2595 -1.3498 -3.3643
C 1.9655 -0.8001 -3.2732
C 1.1249 -1.1249 -2.1366
O -0.0632 -0.5550 -1.9659
N 1.5864 -1.9904 -1.2536
N 0.7697 -2.0953 -0.1731
C 1.1901 -2.6402 0.9134
C 0.2795 -2.5692 2.0483
C 0.5931 -3.0716 3.2967
C -0.3203 -2.9078 4.3312
C -1.5139 -2.2601 4.0709
C -1.7532 -1.7835 2.7891
N -0.8850 -1.9262 1.7894
H -0.1014 0.5002 -3.4110
H 1.9943 1.0169 -6.1411
H 4.2544 0.0197 -6.2787
H 5.0632 -1.4925 -4.4880
H 3.5943 -1.9996 -2.5699
H 2.1787 -3.0809 0.9872
H 1.5380 -3.5732 3.4571
H -0.0992 -3.2791 5.3226
H -2.2471 -2.0988 4.8474
H -2.6614 -1.2412 2.5691
N -3.8823 -2.9101 -3.1854
C -4.3384 -1.6873 -2.4465
C -3.1248 -0.9641 -1.8683
N -2.2943 -1.8289 -1.0081
C -1.8938 -3.0426 -1.7314
C -3.0916 -3.8099 -2.2852
H -3.2968 -2.6253 -3.9746
H -4.6817 -3.4129 -3.5740
H -5.0158 -2.0122 -1.6571
H -4.8837 -1.0388 -3.1300
H -3.4715 -0.1186 -1.2809
H -2.4952 -0.5851 -2.6776
H -2.8257 -2.0840 -0.1782
H -1.3348 -3.6960 -1.0639
H -1.2255 -2.7507 -2.5457
H -3.7519 -4.1284 -1.4784
H -2.7773 -4.6911 -2.8416
```

Values from the calculation:
Net charge ... +2
Energy relative to the best compared isomer or geometry (same formula, charge and spin) ... 1.081 eV
Multiplicity ... 1
HOMO-LUMO gap ... 6.6 eV
HOMO ... -13.1 eV

Here are the Mulliken charges for atoms 1 to 4, given in e: -0.64, -0.61, 0.13, -0.53

=====

No. 4
This record from the OMol25 dataset describes a molecular structure, CuFHO2S. The level of theory is ωB97M-V with the def2-TZVPD basis set.

XYZ file:
```
6
CuFHO2S | the OMol25 dataset | ωB97M-V with the def2-TZVPD basis set
S 0.9354 0.5516 -0.6401
F -3.0085 -0.0964 0.0802
O 1.3421 1.8142 0.1410
Cu -1.3243 0.1720 0.0331
O 1.0485 -0.8004 0.4286
H 1.0069 -1.6410 -0.0427
```

Values from the calculation:
Multiplicity ... 2
HOMO-LUMO gap (spin up / spin down) ... 9.4 / 7.0 eV
HOMO (spin up / spin down) ... -10.0 / -10.0 eV

Here are the Mulliken charges for atoms 1 to 4, given in e: 0.66, -0.77, -0.37, 0.57

=====

No. 5
This record from the OMol25 dataset describes a molecular structure, C13H7N3O10Pt. The level of theory is ωB97M-V with the def2-TZVPD basis set.

XYZ file:
```
34
C13H7N3O10Pt | the OMol25 dataset | ωB97M-V with the def2-TZVPD basis set
Pt -1.0747 -0.6046 -0.0431
O -1.2182 -1.2234 3.9153
C -1.2310 -0.8718 2.7588
O -1.0291 -1.6300 1.7145
C -1.5098 0.5940 2.4261
C -1.7698 1.6372 3.2939
C -2.0012 2.8984 2.7549
C -1.9738 3.1077 1.3771
C -1.7076 2.0279 0.5614
N -1.4934 0.8396 1.1217
C -1.6387 2.0090 -0.9630
O -1.8244 3.0233 -1.5899
O -1.3832 0.8260 -1.4765
H -1.7848 1.4480 4.3577
H -2.2061 3.7309 3.4148
H -2.1509 4.0775 0.9347
O 6.1705 -0.4798 -0.1387
C 4.9893 -0.3307 -0.1712
C 4.0869 -0.5085 -1.4080
O 4.4546 -0.8281 -2.4960
C 2.6244 -0.2014 -1.0004
C 2.6252 0.1606 0.5086
O 1.6832 0.4448 1.1788
C 4.0827 0.0768 1.0195
O 4.4428 0.3018 2.1318
O 1.6823 -0.2598 -1.7246
N -1.8208 -1.4841 -3.0814
C -1.1592 -2.4153 -2.3875
N -1.0803 -3.6649 -2.8928
O -0.5800 -2.1906 -1.2960
H -2.1829 -1.6866 -3.9950
H -1.7811 -0.5153 -2.7688
H -1.5533 -3.9332 -3.7348
H -0.6876 -4.3754 -2.3022
```

Values from the calculation:
Energy relative to the best compared isomer or geometry (same formula, charge and spin) ... 0.000 eV
Multiplicity ... 1
HOMO-LUMO gap ... 5.5 eV
HOMO ... -9.0 eV

Here are the Mulliken charges for atoms 1 to 4, given in e: 0.99, -0.66, 0.42, -0.65

=====

No. 6
This record from the OMol25 dataset describes a molecular structure, As2F12Rb. The level of theory is ωB97M-V with the def2-TZVPD basis set.

XYZ file:
```
15
As2F12Rb | the OMol25 dataset | ωB97M-V with the def2-TZVPD basis set
Rb 5.2713 -11.6080 -22.5899
As 8.1998 -10.7948 -23.2483
F 6.7840 -11.6216 -23.9201
F 7.1641 -9.7749 -22.1086
F 9.7735 -10.1418 -22.6037
F 9.1991 -11.8351 -24.3956
F 8.1988 -9.5222 -24.4646
F 8.2801 -12.0902 -21.9473
As 5.5079 -13.1694 -19.7489
F 4.3792 -14.2662 -18.8809
F 4.4027 -13.1221 -21.1993
F 6.5894 -11.9478 -20.4948
F 6.5584 -13.2504 -18.3003
F 6.4068 -14.5496 -20.5080
F 4.5096 -11.8292 -19.1339
```

Values from the calculation:
Net charge ... -1
Energy relative to the best compared isomer or geometry (same formula, charge and spin) ... 4.214 eV
Multiplicity ... 1
HOMO-LUMO gap ... 11.5 eV
HOMO ... -9.6 eV

Here are the Mulliken charges for atoms 1 to 4, given in e: 1.04, 2.01, -0.57, -0.50

=====

> What is the formula in the third record?

C25H29N5O7Zr